Density functional theory data (ωB97M-V/def2-TZVPD) for a structure of composition C45H60Cl5GeN4P3Pd.

XYZ file:
```
119
Properties=species:S:1:pos:R:3:lowdin_charge:R:1
Pd -0.048 0.998 -0.698 0.447
C -0.944 -1.938 -4.277 -0.082
C -0.707 -0.600 -3.544 -0.510
C -1.181 0.563 -4.411 -0.103
P -1.251 -0.715 -1.778 1.033
C -0.709 -2.392 -1.274 -0.339
N -0.412 -2.456 0.127 -0.159
Ge 0.134 -0.876 0.989 0.918
N -0.229 0.236 2.431 -0.159
C -0.375 1.671 2.319 -0.391
P -1.404 2.246 0.918 1.076
C -3.107 1.730 1.426 -0.493
C -4.232 2.084 0.448 -0.100
C -3.502 2.231 2.825 -0.069
C -1.279 4.102 1.071 -0.482
C -2.492 4.847 0.507 -0.081
C -0.992 4.574 2.505 -0.075
C 0.103 -0.260 3.707 -0.200
C 0.172 0.513 4.867 0.004
C 0.500 -0.079 6.078 -0.031
C 0.798 -1.431 6.162 -0.036
C 0.770 -2.200 5.012 -0.005
C 0.409 -1.615 3.810 -0.156
N 0.389 -2.342 2.543 -0.052
C -0.684 -3.303 2.316 -0.173
C -1.290 -4.071 3.289 0.007
C -2.216 -5.032 2.902 -0.038
C -2.493 -5.215 1.557 -0.034
C -1.908 -4.410 0.584 -0.015
C -1.022 -3.411 0.966 -0.230
C 1.700 -2.908 2.290 -0.118
C 2.074 -4.154 2.714 0.035
C 3.411 -4.539 2.603 0.034
C 4.373 -3.652 2.088 -0.006
C 4.006 -2.427 1.607 0.033
C 2.631 -2.045 1.619 -0.172
N 2.110 -0.977 1.011 -0.059
C 2.891 0.021 0.293 -0.323
P 2.246 0.083 -1.461 1.069
C 2.687 -1.685 -1.939 -0.497
C 2.328 -2.126 -3.362 -0.087
C 4.198 -1.963 -1.791 -0.085
C 3.377 1.018 -2.605 -0.504
C 2.561 1.565 -3.779 -0.081
C 4.338 2.053 -2.027 -0.080
C -3.066 -0.655 -1.553 -0.506
C -3.461 -1.367 -0.259 -0.090
C -3.868 -1.260 -2.712 -0.065
H -0.462 -1.859 -5.252 0.108
H -1.996 -2.125 -4.459 0.080
H -0.518 -2.808 -3.779 0.067
H 0.365 -0.463 -3.421 0.027
H -2.264 0.636 -4.482 0.069
H -0.798 0.387 -5.417 0.103
H -0.782 1.516 -4.075 0.031
H 0.162 -2.641 -1.886 0.070
H -1.508 -3.078 -1.561 0.098
H 0.587 2.187 2.265 0.067
H -0.885 2.056 3.200 0.058
H -3.012 0.647 1.503 0.073
H -4.568 3.106 0.605 0.080
H -5.087 1.434 0.635 0.098
H -3.951 1.996 -0.595 0.010
H -3.666 3.306 2.841 0.077
H -2.798 1.964 3.611 0.074
H -4.452 1.758 3.079 0.105
H -0.413 4.367 0.476 0.064
H -3.339 4.802 1.191 0.078
H -2.816 4.490 -0.467 0.040
H -2.223 5.898 0.403 0.104
H -1.774 4.304 3.212 0.076
H -0.947 5.664 2.478 0.105
H -0.030 4.231 2.884 0.075
H -0.010 1.577 4.850 0.112
H 0.539 0.535 6.967 0.126
H 1.068 -1.876 7.108 0.124
H 1.043 -3.246 5.054 0.121
H -1.052 -3.932 4.335 0.120
H -2.698 -5.647 3.648 0.123
H -3.182 -5.990 1.250 0.125
H -2.154 -4.587 -0.454 0.113
H 1.346 -4.821 3.157 0.137
H 3.717 -5.515 2.955 0.136
H 5.413 -3.949 2.064 0.134
H 4.759 -1.765 1.209 0.114
H 3.954 -0.194 0.323 0.075
H 2.743 0.991 0.764 0.023
H 2.153 -2.317 -1.221 0.083
H 2.926 -1.587 -4.098 0.096
H 1.286 -2.013 -3.630 0.015
H 2.574 -3.183 -3.471 0.110
H 4.728 -1.708 -2.707 0.090
H 4.340 -3.033 -1.633 0.103
H 4.699 -1.444 -0.982 0.054
H 3.993 0.201 -2.989 0.087
H 1.901 2.374 -3.468 0.063
H 1.957 0.792 -4.261 0.065
H 3.245 1.956 -4.533 0.106
H 3.865 3.015 -1.865 0.033
H 5.138 2.206 -2.753 0.103
H 4.806 1.734 -1.095 0.078
H -3.290 0.408 -1.506 0.047
H -3.436 -2.448 -0.398 0.077
H -4.484 -1.100 0.003 0.105
H -2.817 -1.133 0.587 0.046
H -3.636 -2.316 -2.860 0.088
H -3.740 -0.728 -3.652 0.074
H -4.923 -1.199 -2.443 0.105
Cl 2.193 3.308 0.329 0.771
C 1.281 3.761 -1.084 -0.719
C 0.169 2.994 -1.420 -0.352
C -0.731 3.570 -2.300 -0.694
Cl -2.306 2.863 -2.500 0.762
C -0.450 4.759 -2.982 -0.698
Cl -1.561 5.394 -4.112 0.768
C 0.745 5.432 -2.721 -0.695
Cl 1.129 6.863 -3.560 0.781
C 1.602 4.954 -1.721 -0.710
Cl 3.001 5.834 -1.287 0.768
```

Properties
- Total charge: +3
- Energy relative to the best compared isomer or geometry (same formula, charge and spin): 0.0 kJ/mol
- Calculated total energy: -204051.0115 eV
- HOMO energy (spin up / spin down): -15.513 / -15.549 eV
- Multiplicity: 2
- Frontier orbital gap (spin up / spin down): 5.76 / 5.27 eV
- F_max: 0.818 eV Å⁻¹

***

Density functional theory data (ωB97M-V/def2-TZVPD) for a structure of composition C45H62BN9O4Pt at a distorted geometry.

XYZ file:
```
122
Properties=species:S:1:pos:R:3:lowdin_charge:R:1
Pt -0.750 -0.843 -1.052 1.122
C 4.628 -1.953 -1.604 -0.053
N 3.364 -1.978 -0.896 -0.142
C 3.463 -1.930 0.541 -0.044
C 2.209 -1.543 -1.505 -0.406
N 1.379 -0.687 -0.941 0.015
C 1.957 0.456 -0.335 -0.204
C 2.995 1.015 -1.052 -0.029
C 3.677 2.166 -0.644 -0.064
C 3.298 2.791 0.501 -0.046
C 2.220 2.288 1.266 -0.145
C 1.875 3.004 2.438 -0.044
C 0.843 2.588 3.218 -0.098
C 0.125 1.447 2.849 -0.063
C 0.437 0.692 1.735 -0.228
N -0.362 -0.413 1.469 0.111
C -0.768 -1.131 2.471 -0.383
N -0.009 -1.465 3.582 -0.148
C -0.585 -1.505 4.910 -0.064
C 1.426 -1.314 3.582 -0.044
N -2.051 -1.606 2.516 -0.137
C -2.366 -2.954 2.939 -0.059
C -3.044 -1.034 1.633 -0.045
C 1.514 1.109 0.876 -0.026
N 1.985 -2.047 -2.736 -0.124
C 2.374 -3.388 -3.106 -0.049
C 1.077 -1.401 -3.666 -0.046
H 5.252 -1.137 -1.222 0.094
H 4.463 -1.793 -2.664 0.087
H 5.169 -2.893 -1.471 0.091
H 4.169 -2.696 0.869 0.097
H 2.482 -2.163 0.949 0.069
H 3.796 -0.956 0.918 0.098
H 3.263 0.557 -1.996 0.117
H 4.482 2.558 -1.251 0.105
H 3.793 3.692 0.841 0.111
H 2.436 3.898 2.676 0.113
H 0.557 3.138 4.105 0.094
H -0.722 1.138 3.450 0.123
H -1.664 -1.393 4.862 0.083
H -0.178 -0.686 5.513 0.091
H -0.349 -2.446 5.413 0.090
H 1.798 -1.432 2.571 0.062
H 1.862 -2.090 4.217 0.095
H 1.741 -0.333 3.952 0.094
H -1.511 -3.410 3.428 0.080
H -2.643 -3.555 2.070 0.076
H -3.204 -2.949 3.641 0.094
H -2.863 0.032 1.517 0.085
H -4.028 -1.189 2.083 0.095
H -3.018 -1.501 0.646 0.062
H 2.829 -3.895 -2.261 0.083
H 3.075 -3.376 -3.946 0.095
H 1.483 -3.942 -3.409 0.086
H 0.945 -0.356 -3.409 0.065
H 0.088 -1.865 -3.650 0.082
H 1.501 -1.481 -4.671 0.097
C 0.032 5.791 3.837 -0.045
C 0.510 5.723 2.412 -0.259
C 1.635 6.442 2.028 -0.072
C 2.092 6.393 0.719 -0.086
C 1.436 5.613 -0.212 -0.037
C 0.299 4.897 0.154 -0.205
N -0.356 4.055 -0.750 0.105
C -0.562 4.291 -2.086 -0.188
C -0.613 5.603 -2.578 -0.035
C -0.880 5.853 -3.908 -0.097
C -1.119 4.810 -4.791 -0.103
C -1.091 3.515 -4.309 -0.034
C -0.816 3.227 -2.975 -0.068
C -0.794 1.773 -2.584 -0.605
O -0.913 0.938 -3.477 -0.011
O -0.639 1.501 -1.327 -0.179
C -0.182 4.959 1.468 -0.170
C -1.433 4.213 1.832 -0.013
H 0.760 6.307 4.461 0.079
H -0.128 4.795 4.251 0.052
H -0.915 6.330 3.914 0.085
H 2.155 7.047 2.760 0.104
H 2.976 6.946 0.431 0.101
H 1.814 5.527 -1.222 0.119
H -0.471 3.071 -0.493 0.108
H -0.462 6.426 -1.893 0.107
H -0.911 6.878 -4.256 0.099
H -1.323 5.005 -5.834 0.092
H -1.282 2.674 -4.961 0.111
H -2.084 4.125 0.962 0.079
H -1.982 4.720 2.624 0.078
H -1.209 3.203 2.175 0.059
C 1.150 -5.878 -0.883 -0.008
C 0.192 -4.868 -0.273 -0.474
C 0.360 -4.867 1.244 0.006
O 0.502 -3.542 -0.723 0.036
B -0.693 -2.813 -0.850 -0.737
O -1.779 -3.687 -0.729 0.028
C -1.289 -5.041 -0.725 -0.476
C -2.134 -5.892 0.207 -0.001
C -1.410 -5.565 -2.155 -0.004
H 2.155 -5.706 -0.497 0.091
H 1.181 -5.810 -1.966 0.071
H 0.852 -6.890 -0.605 0.096
H 1.381 -4.563 1.476 0.092
H 0.182 -5.851 1.676 0.094
H -0.315 -4.146 1.699 0.068
H -2.213 -5.449 1.194 0.065
H -1.702 -6.890 0.305 0.096
H -3.138 -5.998 -0.203 0.094
H -0.803 -4.970 -2.837 0.089
H -2.450 -5.481 -2.469 0.094
H -1.109 -6.610 -2.228 0.091
C -3.512 1.655 -0.888 0.002
C -3.751 0.309 -1.462 -0.364
N -2.891 -0.675 -1.592 -0.014
C -3.562 -1.734 -2.156 -0.112
C -4.848 -1.377 -2.389 -0.069
N -4.951 -0.079 -1.944 0.107
H -2.530 1.678 -0.424 0.055
H -4.277 1.902 -0.149 0.088
H -3.528 2.418 -1.669 0.097
H -3.066 -2.662 -2.351 0.095
H -5.680 -1.908 -2.807 0.107
H -5.780 0.492 -1.965 0.161
```

Properties
- Energy relative to the best compared isomer or geometry (same formula, charge and spin): 74.4 kJ/mol
- Calculated total energy: -73200.4417 eV
- HOMO energy: -6.362 eV
- Multiplicity: 1
- Frontier orbital gap: 6.83 eV
- F_max: 1.589 eV Å⁻¹

***

Density functional theory data (ωB97M-V/def2-TZVPD) for a structure of composition C45H62CsGeN7P2.

XYZ file:
```
118
Properties=species:S:1:pos:R:3:lowdin_charge:R:1
Cs 0.175 -1.397 0.001 1.005
C -4.309 0.277 2.560 -0.052
N -3.368 -0.697 2.048 -0.149
C -2.020 -0.560 2.568 -0.078
C -3.628 -1.452 0.935 -0.381
N -2.679 -1.716 0.092 0.023
C -2.714 -2.887 -0.687 -0.287
C -3.184 -4.099 -0.158 -0.036
C -3.195 -5.273 -0.884 -0.086
C -2.703 -5.275 -2.183 -0.089
C -2.180 -4.108 -2.706 -0.037
C -2.158 -2.906 -1.984 -0.283
N -1.445 -1.810 -2.503 0.051
C -1.548 -1.455 -3.739 -0.403
N -0.461 -0.922 -4.386 -0.154
C 0.869 -1.181 -3.871 -0.060
C -0.571 0.200 -5.295 -0.050
N -2.695 -1.525 -4.497 -0.156
C -3.992 -1.562 -3.859 -0.053
C -2.686 -1.988 -5.872 -0.058
N -4.953 -1.830 0.821 -0.167
C -5.564 -2.095 -0.463 -0.046
C -5.685 -2.365 1.953 -0.060
H -4.561 0.075 3.605 0.092
H -5.222 0.272 1.971 0.088
H -3.866 1.277 2.507 0.080
H -2.069 -0.523 3.659 0.097
H -1.541 0.365 2.222 0.050
H -1.404 -1.413 2.293 0.005
H -3.529 -4.101 0.869 0.119
H -3.559 -6.185 -0.430 0.103
H -2.689 -6.186 -2.767 0.100
H -1.736 -4.110 -3.696 0.115
H 0.895 -2.165 -3.407 0.087
H 1.195 -0.435 -3.140 0.032
H 1.577 -1.167 -4.702 0.092
H -1.617 0.448 -5.459 0.088
H -0.105 -0.025 -6.258 0.090
H -0.071 1.078 -4.873 0.080
H -3.941 -1.027 -2.914 0.080
H -4.337 -2.583 -3.670 0.093
H -4.712 -1.061 -4.510 0.093
H -1.668 -2.073 -6.241 0.086
H -3.243 -1.301 -6.514 0.089
H -3.162 -2.973 -5.938 0.091
H -5.020 -1.573 -1.243 0.068
H -6.591 -1.724 -0.440 0.093
H -5.580 -3.162 -0.706 0.090
H -5.095 -2.285 2.860 0.091
H -5.912 -3.423 1.782 0.090
H -6.632 -1.836 2.093 0.089
C 0.362 2.132 -1.996 -0.216
N 1.229 2.353 -0.823 -0.535
P 2.577 1.228 -0.961 1.001
C 3.772 2.256 -1.894 -0.381
C 3.616 3.621 -2.097 -0.098
C 4.555 4.337 -2.827 -0.080
C 5.666 3.693 -3.356 -0.088
C 5.826 2.327 -3.159 -0.083
C 4.881 1.613 -2.441 -0.103
C 3.379 1.128 0.683 -0.376
C 4.440 1.948 1.069 -0.088
C 5.100 1.724 2.266 -0.072
C 4.716 0.678 3.098 -0.063
C 3.659 -0.139 2.730 -0.062
C 3.006 0.080 1.527 -0.139
P 0.327 2.452 0.674 1.028
C 1.500 3.334 1.781 -0.365
C 2.209 4.476 1.417 -0.092
C 3.017 5.124 2.336 -0.078
C 3.124 4.642 3.636 -0.083
C 2.428 3.502 4.004 -0.078
C 1.624 2.850 3.080 -0.106
C -0.760 3.886 0.287 -0.364
C -1.951 3.961 1.003 -0.100
C -2.816 5.035 0.843 -0.082
C -2.506 6.041 -0.059 -0.085
C -1.331 5.963 -0.799 -0.075
C -0.466 4.894 -0.626 -0.112
H 0.950 2.304 -2.901 0.072
H -0.470 2.838 -1.996 0.067
H -0.050 1.111 -2.045 0.041
H 2.755 4.124 -1.672 0.076
H 4.425 5.401 -2.977 0.102
H 6.402 4.252 -3.918 0.101
H 6.688 1.820 -3.572 0.103
H 5.005 0.545 -2.293 0.106
H 4.751 2.767 0.432 0.106
H 5.921 2.371 2.550 0.107
H 5.238 0.505 4.029 0.108
H 3.340 -0.955 3.368 0.082
H 2.170 -0.561 1.285 -0.044
H 2.136 4.864 0.409 0.087
H 3.565 6.009 2.038 0.104
H 3.757 5.150 4.352 0.103
H 2.515 3.111 5.010 0.107
H 1.092 1.947 3.359 0.100
H -2.199 3.166 1.699 0.084
H -3.733 5.084 1.414 0.103
H -3.176 6.880 -0.195 0.102
H -1.088 6.739 -1.513 0.104
H 0.437 4.841 -1.223 0.092
C 3.718 -4.034 2.761 -0.242
Ge 1.902 -3.968 3.554 0.648
C 1.964 -2.640 5.036 -0.246
C 1.736 -5.716 4.496 -0.256
C 0.604 -3.473 2.244 -0.505
H 4.470 -4.254 3.522 0.008
H 3.984 -3.092 2.277 -0.014
H 3.763 -4.822 2.006 0.006
H 1.567 -3.082 5.952 0.001
H 1.353 -1.768 4.789 -0.005
H 2.980 -2.297 5.248 -0.001
H 2.541 -5.874 5.219 0.001
H 1.758 -6.535 3.775 0.000
H 0.784 -5.758 5.030 0.000
H -0.382 -3.434 2.741 -0.099
H 0.531 -4.262 1.475 -0.094
```

Properties
- Energy relative to the best compared isomer or geometry (same formula, charge and spin): 95.6 kJ/mol
- Calculated total energy: -133741.5516 eV
- HOMO energy: -5.201 eV
- Multiplicity: 1
- Frontier orbital gap: 5.29 eV
- F_max: 0.461 eV Å⁻¹

***

Density functional theory data (ωB97M-V/def2-TZVPD) for a structure of composition C45H63BBaN6O2S3.

XYZ file:
```
121
Properties=species:S:1:pos:R:3:lowdin_charge:R:1
Ba 0.375 0.799 0.254 1.882
C 3.216 1.174 0.211 -0.195
C 2.930 1.704 1.495 -0.257
C 2.723 0.582 2.367 -0.195
C 2.855 -0.580 1.568 -0.119
C 3.139 -0.230 0.241 -0.351
C 3.389 -1.169 -0.925 -0.562
C 2.714 -2.522 -0.687 -0.056
C 4.896 -1.389 -1.106 -0.041
C 2.820 -0.569 -2.219 -0.075
C 2.509 0.483 3.884 -0.512
C 2.703 -0.969 4.346 -0.064
C 1.090 0.895 4.316 -0.043
C 3.551 1.296 4.666 -0.048
C 3.002 3.224 1.711 -0.532
C 2.719 3.965 0.394 -0.079
C 4.421 3.625 2.147 -0.038
C 1.982 3.781 2.711 -0.053
H 3.393 1.764 -0.678 0.072
H 2.752 -1.592 1.926 0.087
H 3.107 -3.015 0.203 0.083
H 2.874 -3.188 -1.540 0.086
H 1.633 -2.404 -0.549 0.060
H 5.328 -1.808 -0.195 0.088
H 5.396 -0.441 -1.307 0.089
H 5.100 -2.073 -1.936 0.079
H 1.725 -0.493 -2.175 0.048
H 3.065 -1.206 -3.077 0.089
H 3.233 0.427 -2.394 0.048
H 1.977 -1.639 3.891 0.051
H 2.575 -1.028 5.431 0.085
H 3.704 -1.327 4.100 0.093
H 0.348 0.328 3.751 0.049
H 0.898 1.954 4.162 0.055
H 0.943 0.685 5.381 0.085
H 4.558 0.978 4.387 0.095
H 3.425 1.128 5.740 0.083
H 3.481 2.365 4.491 0.047
H 3.463 3.756 -0.371 0.046
H 2.733 5.043 0.571 0.089
H 1.736 3.725 -0.025 0.067
H 5.137 3.320 1.383 0.090
H 4.712 3.149 3.082 0.061
H 4.493 4.709 2.274 0.084
H 0.961 3.499 2.430 0.069
H 2.028 4.873 2.704 0.087
H 2.151 3.458 3.733 0.052
O -0.036 -1.313 2.100 -0.640
S -0.135 -2.802 1.979 0.983
C -1.811 -3.121 1.372 -0.304
C -2.885 -2.453 2.218 -0.228
C -4.221 -2.288 1.490 -0.203
C -4.179 -1.436 0.230 -0.312
S -3.631 0.284 0.372 0.985
O -2.256 0.283 0.974 -0.657
C -4.726 0.783 1.692 -0.387
C -4.201 1.029 2.948 -0.065
C -5.052 1.447 3.962 -0.062
C -6.406 1.620 3.711 -0.078
C -6.917 1.384 2.441 -0.074
C -6.074 0.971 1.421 -0.083
C -0.357 -3.437 3.635 -0.393
C -0.654 -2.568 4.672 -0.076
C -0.819 -3.082 5.950 -0.058
C -0.686 -4.445 6.178 -0.075
C -0.379 -5.303 5.131 -0.074
C -0.204 -4.799 3.851 -0.081
H -1.921 -4.207 1.312 0.104
H -1.778 -2.728 0.354 0.069
H -2.514 -1.474 2.523 0.085
H -3.049 -3.042 3.121 0.119
H -4.947 -1.864 2.188 0.111
H -4.612 -3.269 1.199 0.121
H -5.169 -1.356 -0.228 0.097
H -3.521 -1.840 -0.542 0.061
H -3.138 0.907 3.110 0.111
H -4.654 1.645 4.949 0.108
H -7.065 1.950 4.504 0.105
H -7.970 1.533 2.242 0.106
H -6.464 0.809 0.422 0.114
H -0.731 -1.508 4.473 0.101
H -1.044 -2.413 6.770 0.110
H -0.810 -4.838 7.178 0.105
H -0.260 -6.363 5.314 0.106
H 0.061 -5.457 3.031 0.112
B -1.559 2.154 -2.418 -0.465
N -2.086 2.803 -1.105 -0.112
C -3.318 3.272 -0.843 -0.129
C -3.315 3.862 0.403 -0.074
C -1.991 3.713 0.838 -0.171
N -1.259 3.086 -0.073 -0.086
N -1.850 0.608 -2.521 -0.097
C -2.861 0.016 -3.174 -0.107
C -2.692 -1.356 -3.110 -0.084
C -1.510 -1.510 -2.377 -0.203
N -1.007 -0.327 -2.032 -0.062
H -2.136 2.663 -3.348 0.079
H -0.359 2.293 -2.430 0.066
H -4.106 3.172 -1.574 0.122
H -4.135 4.345 0.907 0.094
H -1.536 4.045 1.759 0.101
H -3.619 0.613 -3.655 0.120
H -3.313 -2.121 -3.546 0.091
H -0.984 -2.417 -2.110 0.103
C 0.603 -0.379 -5.659 0.000
C 0.619 1.097 -5.439 -0.279
C -0.289 1.975 -5.933 0.008
C -0.132 3.343 -5.588 -0.329
N 0.841 3.794 -4.839 0.112
C 1.747 2.918 -4.316 -0.866
S 3.001 3.379 -3.331 0.628
N 1.613 1.591 -4.666 0.101
C -1.137 4.338 -6.079 -0.026
H -0.167 -0.647 -6.378 0.085
H 0.394 -0.888 -4.716 0.076
H 1.570 -0.723 -6.028 0.092
H -1.111 1.637 -6.547 0.119
H 2.296 0.964 -4.261 0.104
H -1.286 4.243 -7.155 0.082
H -0.811 5.345 -5.835 0.082
H -2.096 4.144 -5.592 0.079
```

Properties
- Energy relative to the best compared isomer or geometry (same formula, charge and spin): 22.2 kJ/mol
- Calculated total energy: -94602.5036 eV
- HOMO energy: -6.604 eV
- Multiplicity: 1
- Frontier orbital gap: 6.65 eV
- F_max: 0.512 eV Å⁻¹